Record 1
Below is a 3-piece molecular cluster, C4H11NO2 overall at a distorted geometry, with properties calculated with the ωB97M-V functional and the def2-TZVPD basis.

Each line ends with the Mulliken charge.
Cartesian coordinates (Å):
H  -3.2217  -0.0761  0.4037  0.2626
H  -0.1090  -0.5173  1.5802  0.2212
O  3.7532  0.8088  -0.7891  -0.6359
N  -0.4569  1.1862  0.3692  -0.3935
C  -0.6037  -0.4480  -1.3597  -0.6786
H  3.1618  1.1593  -1.4594  0.3180
H  -3.1463  1.6282  -0.0537  0.3374
C  -0.2472  0.6540  1.5897  -0.2599
C  -1.3252  0.4064  -0.5393  0.5193
H  -0.4246  1.1557  2.5664  0.2859
H  1.7424  -3.0119  0.9137  0.2771
H  3.8256  1.4943  -0.1268  0.3103
H  -0.6322  -0.5173  -2.4503  0.2317
H  -3.3684  0.3715  -1.2903  0.3279
C  -2.8857  0.6280  -0.3484  -1.0187
H  0.1951  -1.1294  -1.0602  0.1602
H  2.1517  -1.6667  1.3630  0.3095
O  1.5911  -2.1259  0.6915  -0.5748

Computed properties:
* frontier orbital gap: 8.200 eV
* relative energy (zero: lowest compared OMol25 entry of this formula, charge and spin): 121.4 kcal per mole
* highest occupied orbital energy: -7.8 eV
* max |F|: 6.11 eV/A
* SMILES: C=NC(=C)C.O.O

Record 2
Below is C24H42AsBF2IrN9O7SSi2 as an isolated structure at a distorted geometry, with properties calculated with the ωB97M-V functional and the def2-TZVPD basis.

Each line ends with the Mulliken charge.
Cartesian coordinates (Å):
C  0.1265  0.7080  -2.1273  0.7814
C  -5.1574  -1.0515  -3.0895  -1.0165
H  -1.2868  -1.7618  -5.4615  0.2949
C  4.6195  2.5217  4.4401  -0.2830
C  -0.2098  -2.6460  3.4190  -0.9232
C  -4.3647  0.7942  -0.7748  -0.9218
H  0.2147  -4.5256  -4.0493  0.4678
H  4.8875  4.5283  1.7221  0.6734
N  5.8444  4.6619  4.1820  1.0659
F  2.7679  -1.9381  0.0674  -0.1751
H  -3.8890  -4.0651  -2.9186  0.2618
C  3.4942  1.4844  2.5342  0.8118
H  4.9019  2.4942  5.4823  0.6396
H  -4.1123  2.7937  2.6048  0.2928
H  -2.6729  3.2523  0.1606  0.3109
C  -2.8533  -4.4084  -2.8714  -1.0466
Si  -4.1971  -0.9066  -1.5055  0.1589
C  -0.9501  2.4369  0.7270  0.1629
N  2.1630  -0.6519  -1.8948  0.3543
Si  -1.6608  -3.0889  -3.4169  0.2141
H  -4.1388  -2.0605  0.6743  0.2903
C  -0.7575  1.4939  -3.0624  -1.6360
C  3.3965  -0.9654  -2.3817  -0.4763
H  -4.4910  -3.2057  -0.6300  0.2936
H  -2.6427  -4.7261  -1.8470  0.3113
H  -0.2719  -2.4827  1.2896  0.1382
H  -1.6566  1.8152  -2.5531  0.2918
O  2.9434  0.4208  2.0553  -0.8125
H  -1.0442  -2.0143  3.7350  0.4054
H  4.7321  -1.0135  -4.0214  0.4552
C  -2.0622  -2.4538  -5.1199  -1.0104
N  3.4510  2.7925  0.4069  0.8073
H  -2.8718  4.8586  1.8702  0.4155
H  -0.6205  -3.6396  3.2238  0.4140
As  -1.8919  -1.1962  -2.0020  0.5201
C  3.8467  2.6334  1.7856  0.1769
H  -2.6288  2.1957  3.3734  0.1879
C  4.6086  3.6778  2.3238  -0.4200
O  3.8002  0.2966  5.9127  -0.6685
H  0.3449  -4.0558  -2.3427  0.2314
Ir  1.4787  0.5855  0.6759  2.5594
H  4.0614  -1.4337  -1.6704  0.5516
H  -3.4230  3.6500  3.9903  0.3981
H  -2.1109  -3.2846  -5.8317  0.3916
H  0.8951  -0.3001  2.8533  0.5839
N  -0.9643  1.7917  -0.4361  -0.9159
H  -5.0484  -2.0398  -3.5412  0.2625
N  0.0643  1.0056  -0.7235  1.2050
H  -0.2331  2.3889  -3.4157  0.4905
H  0.7936  -2.9075  -3.6096  0.0959
C  1.2492  0.0576  -2.6739  -0.3698
O  3.7329  3.7935  -0.1789  -0.5738
C  3.8260  1.5298  3.9191  -0.3789
H  1.3579  -2.5044  1.9357  0.3656
O  6.1268  5.5861  3.4486  -0.6169
O  2.8726  1.8540  -0.2334  -0.7575
H  -3.0211  -1.9308  -5.1430  0.3008
H  -6.2220  -0.8851  -2.8928  0.3885
H  -2.7598  -5.2850  -3.5215  0.3730
H  -1.4128  4.2532  2.6336  0.2933
B  1.7531  -1.2645  -0.5616  0.0655
C  0.3512  -2.1254  2.1004  -0.3402
C  2.7710  -0.2087  -4.5464  -0.5918
H  -5.4099  0.9981  -0.5201  0.4999
H  2.9933  -0.0814  -5.5977  0.4681
C  0.0874  -3.6998  -3.3423  -0.8343
H  -0.5420  -0.2611  2.0835  0.3350
C  1.5632  0.1847  -4.0548  -1.2571
H  -4.8280  -0.3048  -3.8167  0.3187
H  2.0067  -0.8193  4.8531  0.4233
N  -1.9965  3.2568  0.9100  -0.1753
C  -4.6881  -2.1966  -0.2615  -0.9785
C  -3.1785  3.0940  3.0842  -0.8719
N  0.7731  -2.6664  4.5118  -0.4689
S  0.2796  2.3134  1.9423  -0.4484
F  0.5889  -1.9821  -0.6449  -0.3509
C  -2.3383  3.9514  2.1475  -0.6852
C  5.0115  3.5783  3.6163  -0.7322
C  3.7432  -0.7513  -3.6757  -0.9197
H  -3.7617  0.8766  0.1350  0.0749
N  3.3461  0.5324  4.7800  0.5682
O  6.1822  4.5512  5.3395  -0.6146
H  1.4642  -3.3888  4.3429  0.2230
O  2.1116  0.0425  4.4250  -0.3857
H  0.3137  -2.9063  5.3821  0.2312
H  0.8526  0.6549  -4.7150  0.5163
H  -4.0269  1.5594  -1.4804  0.3078
H  -5.7581  -2.1183  -0.0400  0.3681
N  0.3993  -0.6375  2.0219  -0.8909
H  -1.0374  0.8911  -3.9234  0.4594

Computed properties:
* frontier orbital gap (alpha / beta): 5.215 / 5.419 eV
* <S²>: 8.80
* multiplicity: 6
* highest occupied orbital energy (alpha / beta): -9.1 / -10.6 eV
* net charge: +1
* max |F|: 1.05 eV/A

Record 3
Below is a 5-piece molecular cluster, C2H13O4S overall at a distorted geometry, with properties calculated with the ωB97M-V functional and the def2-TZVPD basis.

Each line ends with the Mulliken charge.
Cartesian coordinates (Å):
O  -0.7186  -1.9097  -0.0093  -0.6764
H  -0.1161  2.4315  -2.2617  0.2812
C  1.7712  1.0628  -0.2590  -0.5553
H  0.0577  -2.4490  -0.1908  0.3913
H  -1.2718  1.4641  -2.3453  0.3272
O  -1.0761  2.4058  -2.3405  -0.6526
H  2.5266  1.8016  -0.5498  0.3504
C  2.1022  0.2067  0.9444  -1.0496
H  0.9782  1.7573  0.0737  0.2281
H  2.0231  -3.9464  -1.2031  0.3245
O  1.0856  -4.0050  -1.4319  -0.7017
H  1.0302  -3.2440  -2.0334  0.3369
H  2.6705  0.7209  1.7166  0.3781
O  -5.0516  1.8738  2.9564  -0.6259
H  2.7609  -0.6252  0.6567  0.2471
S  1.2652  0.1637  -1.7686  -0.6968
H  1.2399  -0.2629  1.3858  0.2840
H  -0.2247  -1.0736  -0.0387  0.1835
H  -5.8510  2.4068  3.0476  0.3112
H  -5.2012  1.2208  3.6511  0.3147

Computed properties:
* frontier orbital gap: 5.764 eV
* relative energy (zero: lowest compared OMol25 entry of this formula, charge and spin): 27.8 kcal per mole
* highest occupied orbital energy: -3.1 eV
* net charge: -1
* max |F|: 1.56 eV/A

Record 4
Below is a 9-piece molecular cluster, C36H48F24O18 overall at a distorted geometry, with properties calculated with the ωB97M-V functional and the def2-TZVPD basis.

Each line ends with the Mulliken charge.
Cartesian coordinates (Å):
F  3.9419  4.2512  1.6195  -0.3046
H  1.3269  -3.8206  4.0283  -0.0026
H  0.0149  2.5776  -1.0073  0.1988
F  -5.2823  -4.3852  -5.1705  -0.2321
O  -4.3908  0.9410  -2.4646  -0.2938
C  -0.2812  2.1777  4.9259  -1.2497
H  11.3670  1.2194  -2.2184  0.3354
C  1.5751  -5.4877  1.2508  0.3212
C  -2.7311  -2.0230  -2.4018  -0.3714
C  -0.5137  2.5698  -1.8803  -0.8176
C  0.3695  -0.2144  -0.6321  0.3009
H  -2.4328  -5.0851  1.4784  0.0975
H  -5.6442  -0.4425  -4.2899  0.2653
F  -4.9255  3.8053  -4.0790  -0.3016
H  10.6001  1.8441  -0.8330  0.3383
H  -4.9804  3.0684  0.1294  -0.0036
C  4.1498  2.9319  1.4243  0.8380
C  9.1683  0.9473  -2.1349  -0.2085
O  -1.2711  5.5325  0.6753  -0.5606
C  1.0995  -3.3202  4.9560  -0.8955
H  -2.7889  -1.3754  -3.2915  0.2127
H  2.0846  -7.3387  0.0848  0.3246
F  2.5957  -0.8704  -1.2005  -0.2348
H  3.9708  3.2168  -4.1989  0.4540
O  -3.2312  1.1286  2.4083  -0.5902
O  2.2962  -1.2534  4.4126  -0.2035
H  -8.4842  0.7466  -4.7587  0.3692
H  -6.9061  -0.4170  -3.1289  0.2603
O  -3.6189  -5.1028  -2.3391  -0.4775
F  3.5891  2.2797  2.4089  -0.1616
H  -0.9593  1.7363  5.6872  0.3278
H  3.3437  -6.5918  1.2120  0.4366
F  5.0252  0.0219  5.9756  -0.2668
H  4.8599  4.1493  -3.0349  0.3537
O  -0.2494  -6.7072  2.8126  -0.6149
H  -2.6251  -6.8960  1.6184  0.3459
H  -1.9781  -6.0595  0.1768  0.3248
H  -1.5695  2.5979  3.2242  0.0816
H  8.8098  1.9975  -2.3315  0.2573
H  1.6066  -5.2575  2.3222  -0.0566
F  4.5259  0.0529  3.8594  -0.1903
C  -7.6131  0.2242  -5.0798  -1.4066
O  -1.2043  0.6139  3.3643  -0.2322
C  10.5483  1.0221  -1.4894  -1.1789
F  5.1820  -1.3340  -1.4350  -0.2126
F  -3.6932  7.6137  -0.7563  -0.2414
C  -0.5936  -6.2411  1.7412  0.8679
O  -6.2532  1.4922  -3.7237  -0.2355
C  -5.3558  -5.0622  -4.0797  0.9160
C  -6.5295  0.0936  -3.9873  0.0168
H  -2.2713  -2.9644  -2.5697  0.6339
C  6.9925  0.3255  -1.5497  0.2723
C  -2.3833  5.9621  0.4421  0.4895
H  -7.2513  0.7121  -5.9919  0.3305
O  2.3540  1.9853  0.0839  -0.2998
F  -5.9788  3.8954  -2.2110  -0.2612
H  10.7273  0.1074  -0.9459  0.3259
H  -1.6939  0.7861  -1.6249  0.1463
H  2.5400  3.1974  -2.4404  0.1390
O  4.0079  3.0273  -0.9679  -0.2685
O  -0.4524  -0.0948  0.2794  -0.1294
H  -0.9415  1.0853  -3.2910  0.3597
H  0.7065  1.8187  5.1306  0.2111
O  -3.5077  5.3492  0.4590  -0.2629
H  -2.8822  3.4476  0.3588  -0.1596
C  -4.8521  3.5283  1.0406  -1.1611
O  6.4623  1.1421  -2.2043  -0.4838
C  -4.1594  -2.3975  -1.8757  -0.5279
C  -4.4589  -4.5505  -2.9150  0.2496
H  1.9722  -7.6279  1.7201  0.3050
F  5.4525  -0.0614  0.2261  -0.1929
O  2.6801  -0.7325  6.5690  -0.5512
H  5.4037  2.6715  -3.4320  0.3436
O  -4.9006  -3.2710  -2.7429  -0.2762
H  0.2856  -1.5203  3.9756  -0.2827
C  -0.8437  1.1528  -2.2172  -0.0086
H  1.8615  -3.5268  5.7359  0.3944
C  -2.5725  7.4369  -0.0632  0.8391
C  -2.5688  -1.1161  2.4671  0.8435
C  -2.3179  0.4091  2.7440  0.5312
H  3.3978  1.5786  -2.2848  0.0473
F  -3.1206  -1.3368  1.2793  -0.2327
H  -3.0344  4.1256  2.0194  0.4975
F  -4.9617  -6.3144  -4.4242  -0.2496
C  -0.7317  1.9666  3.4937  0.2798
C  2.9939  -0.8662  5.4185  0.1616
C  4.4851  3.1796  -3.2983  -1.6497
H  0.6953  -1.2531  5.6262  0.4731
H  2.0283  -4.6664  0.6294  0.1777
C  2.3413  -6.8552  1.0279  -1.3229
F  -3.8379  3.5729  -2.2201  -0.1378
H  -0.0548  3.2377  5.1006  0.3962
F  1.3540  -2.3561  -0.2481  -0.2542
C  -2.0453  -6.0831  1.2562  -0.9241
H  -4.9793  2.7585  1.7882  0.3282
H  -5.6780  4.2476  1.1821  0.3534
C  1.6223  -1.0381  -0.2557  0.4245
C  4.4044  -0.6420  5.0166  1.0265
F  -1.5923  7.6914  -0.9286  -0.2595
H  0.0923  3.0156  -2.7091  0.2542
H  -2.0655  -1.6028  -1.6493  -0.3744
O  0.2844  0.2712  -1.8669  -0.3366
H  -1.3380  3.1718  -1.7141  0.1567
F  -2.5603  8.2781  0.9432  -0.2507
F  2.0272  -0.6472  0.9377  -0.0518
F  6.8017  -1.6963  -0.1785  -0.2947
F  -6.6320  -5.0703  -3.6157  -0.2570
C  1.0149  -1.7954  4.7440  0.2668
H  9.1823  0.4781  -3.0958  0.3411
H  -4.7835  -1.5377  -1.7600  0.3053
H  0.0948  -3.6067  5.3639  0.3842
F  5.0046  -1.8212  4.8731  -0.2691
O  8.2636  0.1506  -1.3133  -0.2024
H  -0.0132  2.0502  2.6400  0.1267
C  3.5176  2.6934  -2.2855  0.5824
F  -3.3830  -1.5962  3.3992  -0.3042
C  -4.9757  3.2691  -2.8477  0.8431
C  6.0772  -0.7301  -0.7510  0.8801
C  -3.4871  4.0402  1.0438  0.3546
H  -4.0876  -2.7658  -0.8714  0.4794
F  -1.5014  -1.9139  2.5253  -0.2246
C  -5.1382  1.7335  -3.0574  0.1329
F  5.4273  2.7683  1.4679  -0.2378
H  -8.0848  -0.7156  -5.4076  0.3981
O  0.2319  -5.6964  0.8882  -0.2843
C  3.3897  2.5839  0.0797  0.1987

Computed properties:
* frontier orbital gap: 10.365 eV
* highest occupied orbital energy: -10.1 eV
* max |F|: 4.29 eV/A
* SMILES: CCOC(=O)C(F)(F)F.CCOC(=O)C(F)(F)F.CCOC(=O)C(F)(F)F.CCOC(=O)C(F)(F)F.CCOC(=O)C(F)(F)F.CCOC(=O)C(F)(F)F.CCOC(=O)C(F)(F)F.CCOC(=O)C(F)(F)F.CCOC(C)=O

Number 1: electronic energy -9906.9768 eV. Number 2: electronic energy -149681.9296 eV. Number 3: electronic energy -21311.3444 eV. Number 4: electronic energy -140185.8253 eV.